Record 1
{
  "formula": "C36H29AsN7NaO2S4",
  "method": "ωB97M-V/def2-TZVPD",
  "symbols": ["Na", "N", "C", "C", "C", "C", "C", "C", "S", "N", "C", "C", "C", "C", "C", "C", "N", "H", "H", "H", "H", "H", "H", "H", "H", "H", "C", "O", "C", "O", "N", "N", "H", "H", "H", "H", "H", "H", "S", "C", "C", "N", "C", "S", "C", "N", "S", "C", "C", "C", "C", "C", "C", "As", "C", "C", "C", "C", "C", "C", "C", "C", "C", "C", "C", "C", "H", "H", "H", "H", "H", "H", "H", "H", "H", "H", "H", "H", "H", "H"],
  "coordinates": [[-0.77223, 0.61168, 0.69381], [3.48342, 2.21756, 2.79006], [3.77560, 3.53886, 2.44851], [4.99978, 4.09999, 2.78268], [5.28552, 5.42511, 2.47098], [4.35379, 6.19352, 1.79883], [3.13332, 5.63072, 1.44006], [2.83431, 4.31994, 1.76758], [1.26829, 3.62464, 1.33209], [1.50563, 1.99900, 1.52759], [2.47823, 1.48010, 2.15821], [2.55443, 0.00977, 2.21370], [3.45106, -0.68021, 3.03381], [3.45885, -2.06209, 3.00854], [2.57106, -2.72860, 2.18151], [1.69652, -1.96035, 1.42592], [1.69078, -0.63818, 1.42591], [4.24028, 1.69389, 3.18856], [5.73365, 3.49661, 3.30702], [6.24113, 5.84739, 2.75518], [4.56885, 7.22426, 1.54697], [2.38698, 6.21211, 0.91127], [4.12186, -0.15756, 3.70351], [4.14366, -2.61717, 3.63754], [2.53427, -3.80768, 2.13412], [0.95850, -2.43053, 0.78593], [-1.01750, 3.37221, -2.54274], [0.31680, 2.89823, -2.77449], [0.75736, 1.97722, -1.90532], [0.12859, 1.53917, -0.96632], [2.05502, 1.65865, -2.16922], [2.70103, 0.69651, -1.38633], [-1.24157, 4.03544, -3.37431], [-1.06763, 3.91566, -1.59829], [-1.71963, 2.54299, -2.52094], [2.38867, 1.73883, -3.11468], [2.78833, 1.09860, -0.46194], [2.07038, -0.09002, -1.25276], [-1.60261, 2.25058, 2.87962], [-1.86441, 1.16708, 4.19800], [-2.31985, 1.80262, 5.39033], [-2.70096, 2.35068, 6.33409], [-1.67565, -0.20052, 4.21744], [-1.15024, -1.20492, 2.91412], [-1.91740, -0.88749, 5.44228], [-2.10644, -1.47359, 6.42087], [-2.38547, -0.00275, -2.33816], [-2.95715, -1.54162, -2.88983], [-4.28789, -1.73293, -3.30080], [-4.73064, -2.96717, -3.73883], [-3.86482, -4.05172, -3.79492], [-2.54537, -3.88631, -3.39671], [-2.08169, -2.65820, -2.94514], [-0.28703, -2.30678, -2.26242], [0.24449, -4.22855, -2.24049], [-0.11012, -4.90923, -1.07438], [0.09546, -6.27317, -0.93788], [0.68727, -6.98964, -1.96999], [1.05784, -6.32856, -3.13197], [0.83172, -4.96399, -3.26631], [0.61168, -1.81113, -3.93441], [1.97324, -2.06909, -4.09358], [2.65590, -1.64910, -5.22599], [1.98547, -0.94550, -6.21792], [0.63267, -0.67217, -6.06610], [-0.04825, -1.10360, -4.93600], [-4.96100, -0.88645, -3.25479], [-5.76684, -3.09529, -4.03577], [-4.21373, -5.01740, -4.14118], [-1.87271, -4.73473, -3.45152], [-0.57747, -4.35291, -0.26554], [-0.20630, -6.77990, -0.02900], [0.85421, -8.05601, -1.87307], [1.51828, -6.87889, -3.94512], [1.09945, -4.47807, -4.19623], [2.51086, -2.60202, -3.31770], [3.71475, -1.85804, -5.32534], [2.51426, -0.61739, -7.10556], [0.10314, -0.11004, -6.82629], [-1.09884, -0.86884, -4.81611]],
  "forces_ev_per_a": [[-0.278, -0.395, 0.851], [-0.127, -0.303, 0.165], [0.068, 0.331, -0.116], [-0.010, -0.065, 0.029], [0.033, 0.010, 0.000], [-0.018, 0.065, -0.015], [0.005, -0.070, 0.018], [-0.058, -0.203, -0.040], [-0.009, 0.536, 0.169], [0.274, -0.566, -0.026], [-0.208, 0.875, -0.187], [0.010, -0.926, 0.089], [-0.116, 0.368, -0.053], [-0.055, -0.266, -0.059], [0.077, 0.183, 0.082], [-0.067, -0.146, -0.051], [0.248, 0.250, -0.083], [0.064, 0.002, -0.040], [-0.012, -0.010, -0.005], [-0.001, -0.011, 0.001], [-0.004, -0.003, 0.017], [0.050, 0.034, -0.028], [-0.017, -0.034, 0.033], [0.008, 0.033, 0.019], [-0.013, -0.001, 0.004], [-0.009, -0.020, -0.008], [-0.078, -0.075, 0.111], [-0.032, -0.055, -0.053], [-0.140, 0.167, 0.182], [0.329, 0.546, -0.822], [0.007, -0.047, -0.166], [0.040, -0.201, 0.039], [0.040, -0.005, 0.002], [0.051, -0.015, -0.016], [-0.038, -0.054, -0.039], [-0.058, 0.086, 0.022], [0.051, 0.019, 0.142], [-0.069, -0.126, -0.045], [0.007, 0.180, -0.355], [0.179, -0.598, -0.207], [-0.211, 0.169, 0.476], [0.066, -0.046, -0.066], [-0.037, 0.633, -0.158], [0.082, -0.135, -0.305], [-0.159, -0.243, 0.480], [0.050, 0.048, -0.086], [0.192, 0.105, -0.077], [0.171, -0.082, 0.068], [-0.003, -0.165, -0.024], [-0.087, 0.072, -0.005], [0.036, -0.088, -0.039], [0.128, -0.110, -0.064], [-0.388, 0.395, 0.024], [-0.017, -0.339, -0.023], [0.007, -0.049, 0.036], [-0.007, 0.185, 0.069], [0.042, -0.082, -0.007], [0.003, -0.002, -0.011], [0.025, -0.022, 0.011], [-0.016, 0.048, -0.053], [0.111, 0.078, -0.071], [-0.038, 0.096, 0.131], [0.017, 0.053, -0.040], [0.008, -0.039, -0.029], [0.046, -0.001, -0.007], [-0.117, 0.007, 0.052], [-0.007, 0.000, 0.014], [0.001, 0.041, -0.006], [0.020, -0.007, 0.005], [-0.019, 0.005, 0.048], [-0.004, -0.063, 0.011], [-0.001, 0.032, 0.011], [-0.001, 0.006, 0.017], [-0.016, 0.003, -0.003], [-0.002, 0.019, -0.007], [0.032, -0.003, 0.028], [-0.006, -0.015, -0.007], [0.001, 0.025, 0.020], [-0.005, -0.017, -0.007], [-0.023, 0.001, 0.031]],
  "mulliken_charge": [0.64, -0.13, 0.02, -0.64, -0.52, -0.62, -0.64, 0.68, -0.13, 0.15, -0.17, 0.96, -0.88, -0.68, -0.76, -1.01, 0.69, 0.04, 0.34, 0.35, 0.35, 0.38, 0.39, 0.38, 0.47, 0.93, -0.43, -0.53, 0.62, -0.18, -0.10, -0.73, 0.21, 0.25, 0.11, 0.29, 0.36, 0.24, -0.35, 0.35, -0.13, -0.65, 0.22, -0.32, -0.04, -0.64, -0.59, 0.39, -0.71, -0.44, -0.81, -0.28, -0.21, 0.61, -0.50, -0.26, -0.84, -0.36, -0.65, 0.25, 0.24, -0.11, -0.75, -0.44, -0.63, -0.36, 0.40, 0.31, 0.37, 0.27, 0.49, 0.41, 0.35, 0.38, 0.41, 0.50, 0.38, 0.35, 0.38, 0.27],
  "fmax_ev_per_a": 1.0,
  "relative_energy_ev": 0.562,
  "lumo_ev": 3.6,
  "homo_ev": -0.7,
  "charge": -2
}

***

Record 2
{
  "formula": "C36H30AlN3O6PS3",
  "method": "ωB97M-V/def2-TZVPD",
  "symbols": ["Al", "O", "S", "O", "O", "C", "C", "C", "C", "C", "C", "P", "C", "C", "C", "C", "C", "C", "C", "C", "C", "C", "C", "C", "H", "H", "H", "H", "H", "H", "H", "H", "H", "H", "H", "H", "H", "H", "C", "N", "N", "C", "O", "C", "C", "C", "C", "C", "C", "C", "C", "C", "H", "H", "H", "H", "H", "H", "H", "H", "H", "H", "H", "H", "O", "S", "O", "N", "C", "S", "C", "C", "C", "C", "C", "C", "H", "H", "H", "H"],
  "coordinates": [[-0.62645, -1.22648, 0.93487], [-3.54172, -1.50202, 3.16984], [-2.42613, -0.80193, 2.64045], [-2.41700, -0.60139, 1.14007], [-1.07290, -1.42980, 2.80386], [-2.28424, 0.78558, 3.38232], [-3.11656, 1.06642, 4.45581], [-2.95727, 2.27119, 5.12455], [-1.97606, 3.16191, 4.71884], [-1.15259, 2.86976, 3.63704], [-1.29061, 1.67891, 2.94360], [-0.27400, 1.32952, 1.45385], [-1.15723, 2.20296, 0.11408], [-2.39256, 2.81895, 0.28854], [-3.04675, 3.39997, -0.79294], [-2.47360, 3.37275, -2.05659], [-1.24580, 2.74812, -2.24167], [-0.60023, 2.15711, -1.16706], [1.24466, 2.28061, 1.74761], [2.02996, 1.86563, 2.82586], [3.21788, 2.51473, 3.11708], [3.63465, 3.58262, 2.33234], [2.85575, 4.00370, 1.26343], [1.66102, 3.35745, 0.96861], [-3.86420, 0.34201, 4.75664], [-3.59607, 2.50870, 5.96613], [-1.84955, 4.10072, 5.24624], [-0.39402, 3.58048, 3.32879], [-2.85937, 2.85361, 1.26581], [-4.00775, 3.87722, -0.64165], [-2.98378, 3.83189, -2.89623], [-0.78934, 2.72749, -3.22598], [0.35228, 1.65906, -1.32672], [1.71698, 1.02871, 3.43827], [3.81941, 2.18156, 3.95427], [4.56531, 4.09001, 2.55768], [3.17108, 4.84690, 0.65955], [1.05037, 3.71910, 0.15312], [0.27096, -1.00371, -5.46576], [0.54212, -0.73629, -4.05244], [-0.41915, -0.86995, -3.07316], [0.20366, -0.86030, -1.86954], [-0.49395, -0.88827, -0.81065], [1.58655, -0.75071, -2.08998], [1.74959, -0.70454, -3.45587], [3.00409, -0.63688, -4.26059], [-1.82759, -0.72712, -3.29960], [-2.68361, -1.64832, -2.71824], [-4.05249, -1.48969, -2.87742], [-4.55279, -0.43454, -3.62799], [-3.68120, 0.47742, -4.21240], [-2.31223, 0.34095, -4.03870], [-0.74394, -1.36457, -5.57381], [0.95185, -1.77096, -5.82488], [0.39057, -0.10229, -6.06216], [2.35510, -0.73683, -1.32793], [3.86354, -0.63613, -3.59472], [3.02861, 0.27347, -4.86342], [3.09508, -1.48953, -4.93877], [-2.28106, -2.47364, -2.14346], [-4.72860, -2.20148, -2.41774], [-5.62261, -0.32093, -3.75736], [-4.06728, 1.30803, -4.79109], [-1.62811, 1.07130, -4.45745], [2.77187, -1.15922, 3.09305], [2.76742, -1.74606, 1.78999], [3.52420, -1.14033, 0.73497], [1.19067, -1.96507, 1.26345], [0.87349, -3.25219, 1.13861], [-0.68711, -3.64195, 0.63294], [1.94836, -4.18425, 1.54140], [1.91763, -5.56237, 1.62315], [3.06100, -6.20967, 2.07448], [4.19514, -5.48780, 2.43954], [4.22139, -4.10038, 2.37034], [3.08078, -3.47868, 1.90919], [1.02328, -6.10850, 1.34312], [3.07050, -7.29051, 2.15082], [5.07287, -6.01503, 2.79360], [5.09787, -3.53621, 2.66615]],
  "forces_ev_per_a": [[0.590, 0.252, -0.062], [0.112, 0.115, 0.016], [-0.144, -0.151, -0.023], [-0.116, -0.049, 0.003], [-0.029, 0.037, 0.123], [0.039, 0.127, 0.037], [0.096, -0.075, -0.151], [0.008, 0.114, 0.054], [-0.051, 0.069, 0.095], [0.046, 0.128, 0.007], [-0.264, -0.235, -0.107], [-0.129, 0.047, -0.108], [-0.041, -0.107, -0.048], [0.007, 0.049, 0.007], [0.035, -0.011, -0.047], [-0.029, -0.015, 0.062], [0.050, 0.107, 0.103], [0.081, 0.034, -0.013], [0.084, -0.077, 0.118], [0.001, -0.013, -0.042], [0.010, 0.008, 0.016], [0.000, 0.017, -0.023], [-0.005, 0.001, 0.010], [-0.024, 0.057, 0.085], [0.067, 0.064, -0.024], [0.035, -0.011, -0.043], [-0.002, -0.070, -0.041], [-0.042, -0.023, 0.028], [0.041, -0.015, -0.027], [0.054, -0.025, -0.010], [0.032, -0.022, 0.068], [0.003, 0.040, 0.131], [-0.028, 0.109, 0.037], [0.015, -0.005, -0.017], [-0.032, 0.014, -0.050], [-0.052, -0.027, -0.016], [-0.020, -0.060, 0.035], [-0.016, -0.043, -0.049], [0.055, 0.010, 0.232], [-0.150, -0.025, -0.246], [0.036, 0.021, -0.326], [0.115, -0.032, 0.080], [-0.364, 0.131, 0.257], [0.068, -0.158, 0.162], [0.136, 0.069, -0.153], [-0.073, 0.003, 0.025], [0.142, -0.045, -0.008], [-0.036, -0.088, 0.008], [-0.023, -0.057, 0.023], [0.041, 0.051, -0.028], [-0.037, -0.041, 0.006], [0.016, 0.058, -0.099], [-0.120, -0.022, 0.052], [0.029, -0.027, -0.005], [0.010, 0.059, 0.025], [-0.098, 0.018, -0.111], [-0.023, 0.008, -0.011], [0.004, -0.041, 0.020], [-0.031, 0.043, 0.077], [-0.014, 0.048, -0.026], [0.055, 0.065, -0.039], [0.074, -0.003, 0.011], [0.017, -0.055, 0.025], [-0.077, -0.143, -0.014], [-0.004, 0.071, -0.074], [-0.055, -0.097, 0.078], [-0.038, 0.058, -0.004], [-0.200, -0.349, -0.147], [0.004, -0.138, 0.152], [0.167, 0.098, 0.079], [-0.065, 0.331, -0.129], [-0.051, -0.153, -0.089], [-0.005, -0.045, 0.001], [0.048, -0.117, 0.026], [0.045, 0.105, -0.058], [0.065, -0.048, 0.087], [0.086, 0.026, 0.039], [0.000, 0.080, -0.003], [-0.062, 0.011, -0.019], [-0.069, -0.036, -0.011]],
  "mulliken_charge": [0.80, -0.66, 1.23, -0.42, -0.58, 0.28, -0.59, -0.67, -0.80, -0.25, -0.73, 1.78, 0.44, -0.81, -0.92, -0.78, -0.74, -0.71, 0.28, -0.26, -0.85, -0.57, -0.74, -0.35, 0.58, 0.42, 0.45, 0.54, 0.37, 0.44, 0.43, 0.61, 0.91, 0.48, 0.45, 0.41, 0.45, 0.40, -1.06, -0.03, 0.84, 0.10, -0.01, -0.71, 0.07, -1.65, 0.06, -0.23, -0.87, -0.56, -0.88, 0.43, 0.40, 0.39, 0.33, 0.63, 0.39, 0.32, 0.38, 0.50, 0.44, 0.44, 0.43, 0.45, -0.62, 1.07, -0.68, 0.35, 0.92, -0.69, 0.40, -0.74, -0.61, -0.58, -0.80, 0.21, 0.51, 0.42, 0.42, 0.51],
  "fmax_ev_per_a": 0.6,
  "relative_energy_ev": 0.077,
  "lumo_ev": -2.9,
  "homo_ev": -11.2,
  "charge": 1
}